a | Below is an isolated ion of composition C4H11N2S and charge +1, with properties calculated with ωB97M-V with the def2-TZVPD basis set.

Each atom is followed by the atoms it is bonded to, with distances in Å.
CARTESIAN COORDINATES (ANGSTROEM)
1 N 0.10542 2.18969 0.51704  C5 1.263, H17 1.015
2 H -2.40920 0.56962 1.25080  C16 1.139
3 H 2.12861 -1.43977 -1.13005  C7 1.024
4 N -0.46324 -1.34543 -0.02928  C8 1.445, H9 1.055, H13 1.014
5 C 0.05320 0.94596 0.30351  N1 1.263, S6 1.835, C8 1.544
6 S 1.50098 -0.04910 0.83487  C5 1.835, C7 1.879, H11 1.387
7 C 2.32282 -0.49094 -0.79606  H3 1.024, S6 1.879, H10 1.101, H18 1.036
8 C -0.95703 -0.02493 -0.34502  N4 1.445, C5 1.544, H12 1.138, C16 1.553
9 H -0.99074 -1.76924 0.78042  N4 1.055
10 H 1.77239 0.23185 -1.41817  C7 1.101
11 H 2.17966 1.15697 0.73650  S6 1.387
12 H -0.76877 0.15432 -1.45277  C8 1.138
13 H -0.74543 -1.97908 -0.76880  N4 1.014
14 H -3.09034 -0.39155 -0.15779  C16 1.078
15 H -2.55279 1.21370 -0.45278  C16 1.040
16 C -2.38206 0.36897 0.12995  H2 1.139, C8 1.553, H14 1.078, H15 1.040
17 H -0.73696 2.69559 0.26465  N1 1.015
18 H 3.33514 -0.47140 -0.57524  C7 1.036

Calculated values
Charge: +1
LUMO in eV: -3.8

b | Below is an isolated ion of composition C4H11N2S and charge +1, with properties calculated with ωB97M-V with the def2-TZVPD basis set.

Each atom is followed by the atoms it is bonded to, with distances in Å.
CARTESIAN COORDINATES (ANGSTROEM)
1 H 1.63584 -0.96813 -0.65566  C5 1.097
2 C -0.34326 0.98953 -0.70821  N4 1.413, H9 1.121, H12 1.230, C18 1.568
3 H 0.64797 -1.41277 0.46177  C5 1.054
4 N -1.06422 -0.17050 -1.07041  C2 1.413, C8 1.356, H10 0.954
5 C 1.58520 -0.93122 0.43989  H1 1.097, H3 1.054, H14 1.098, N15 1.439
6 H 0.05971 2.03235 1.33127  C18 1.128
7 H -0.57922 0.22273 1.13153  C18 1.130
8 C -1.50033 -0.89768 -0.01241  N4 1.356, S13 1.678
9 H -0.98489 1.88781 -0.90509  C2 1.121
10 H -1.44634 -0.23671 -1.94245  N4 0.954
11 H -3.62130 -1.40844 -1.26920  S13 1.363
12 H 0.66816 1.19553 -1.37787  C2 1.230
13 S -2.77626 -1.93640 -0.33974  C8 1.678, H11 1.363
14 H 2.36732 -1.41199 1.04233  C5 1.098
15 N 1.44389 0.44678 0.82984  C5 1.439, H16 1.118, H17 1.056, C18 1.456
16 H 1.69596 0.43935 1.91862  N15 1.118
17 H 2.09475 1.11525 0.33578  N15 1.056
18 C 0.11702 1.04451 0.79001  C2 1.568, H6 1.128, H7 1.130, N15 1.456

Calculated values
Charge: +1
LUMO in eV: -3.4

c | Below is an isolated ion of composition C4H11N2S and charge +1, with properties calculated with ωB97M-V with the def2-TZVPD basis set.

Each atom is followed by the atoms it is bonded to, with distances in Å.
CARTESIAN COORDINATES (ANGSTROEM)
1 C -0.51878 -0.28395 -0.31926  C10 1.517, H11 1.155, H12 1.113, N14 1.465
2 C 0.33085 -2.58609 -0.01462  H7 1.021, H8 1.153, C10 1.499, H13 1.111
3 H -0.00312 3.65840 0.48289  N16 1.009
4 H -0.96901 3.58771 1.87307  N16 1.000
5 H -1.45723 1.33312 1.52324  C18 1.073
6 H 1.33705 -0.73877 -2.49569  S17 1.285
7 H -0.62755 -2.69338 0.31968  C2 1.021
8 H 1.13357 -3.13080 0.60928  C2 1.153
9 H 0.36435 1.51645 -0.92652  N14 1.082
10 C 0.70968 -1.13693 -0.06262  C1 1.517, C2 1.499, H15 1.045, S17 1.926
11 H -1.37933 -0.62977 0.36991  C1 1.155
12 H -0.72612 -0.47710 -1.39574  C1 1.113
13 H 0.32873 -3.07365 -1.01237  C2 1.111
14 N -0.32210 1.16022 -0.16965  C1 1.465, H9 1.082, C18 1.330
15 H 1.22256 -0.70333 0.73804  C10 1.045
16 N -0.61920 3.11137 1.06603  H3 1.009, H4 1.000, C18 1.283
17 S 2.03316 -0.78227 -1.41655  H6 1.285, C10 1.926
18 C -0.83752 1.86877 0.83088  H5 1.073, N14 1.330, N16 1.283

Calculated values
Charge: +1
LUMO in eV: -3.5
SMILES: C[C@@H](S)C/[NH+]=C/N

Which is more stable than every other structure shown? c is more stable than every other one.